12 unconnected molecules or ions with the total composition C59H129N13O10. Source: the OMol25 dataset; level of theory: ωB97M-V/def2-TZVPD.

Values from the calculation:
**E_HOMO**: -15.7 eV
**Net charge**: +6
**Electronic energy**: -103065.5844 eV
**Kohn-Sham gap**: 8.267 eV

Structure (XYZ):
```
211
Properties=species:S:1:pos:R:3:forces:R:3:lowdin_charge:R:1
C -21.771 -33.859 1.612 -0.092 0.320 0.247 -0.0725
C -22.598 -32.520 1.666 0.357 -1.398 -0.179 -0.2207
C -21.770 -31.372 1.151 -1.668 1.294 -0.771 -0.1146
N -22.651 -30.082 1.095 1.210 1.784 -0.346 -0.2228
C -21.687 -28.851 0.706 -0.232 0.065 0.212 -0.0804
C -20.641 -28.433 1.792 -2.017 0.990 -0.206 -0.1448
C -21.456 -27.953 3.002 1.111 -0.151 2.052 -0.2020
C -22.368 -29.062 3.494 0.093 -0.986 -0.812 -0.1630
C -23.350 -29.601 2.431 1.179 -0.684 -0.595 -0.0727
C -23.742 -30.148 -0.007 -0.217 0.764 2.282 0.0283
H -21.490 -34.096 0.579 -0.024 -0.042 0.293 0.0806
H -22.320 -34.706 2.043 -0.199 0.331 -0.368 0.0829
H -20.858 -33.826 2.245 -0.399 0.390 -0.519 0.0864
H -22.841 -32.358 2.711 -0.233 0.147 0.132 0.1022
H -23.554 -32.602 1.077 0.952 -0.090 0.554 0.1280
H -21.496 -31.473 0.086 0.177 -0.263 0.551 0.1429
H -20.913 -31.095 1.745 0.236 -0.321 0.218 0.1130
H -21.095 -29.098 -0.175 -0.620 -0.403 -0.332 0.1249
H -22.408 -28.014 0.478 0.916 -0.776 0.270 0.1294
H -19.965 -29.266 1.988 -0.012 0.171 0.311 0.1092
H -20.050 -27.558 1.454 -0.271 -0.723 -0.351 0.1282
H -20.768 -27.605 3.826 -0.455 -0.818 -0.607 0.1319
H -22.052 -27.063 2.922 -0.262 0.580 -1.222 0.1044
H -21.743 -29.861 3.863 0.190 -0.606 0.006 0.1147
H -22.992 -28.835 4.336 -0.308 0.639 0.469 0.1188
H -23.945 -30.425 2.839 0.155 0.114 -0.327 0.1287
H -24.007 -28.817 2.088 -0.292 0.266 -0.050 0.1221
H -23.984 -29.083 -0.149 -0.249 -0.604 -0.251 0.0952
H -24.599 -30.652 0.488 0.485 0.207 -0.775 0.1131
H -23.445 -30.600 -0.942 0.410 -0.272 0.084 0.1083
C -25.721 -10.849 8.419 -0.336 -1.308 0.265 -0.0521
C -24.692 -11.654 7.656 2.080 0.384 -0.570 -0.1314
N -23.898 -12.444 8.654 1.199 -0.042 1.033 -0.0334
C -23.831 -13.806 8.904 0.740 0.365 1.081 0.0260
C -23.178 -13.983 10.108 -0.729 -1.075 -0.821 -0.0098
N -22.803 -12.764 10.544 -0.149 1.689 -0.080 -0.0990
C -23.231 -11.862 9.667 -0.255 1.061 -0.283 -0.0387
C -22.155 -12.369 11.816 -0.202 -3.250 -0.254 0.0533
H -25.904 -11.431 9.321 -0.538 0.073 0.096 0.0873
H -26.671 -10.730 7.904 0.182 0.240 -0.134 0.0831
H -25.299 -9.933 8.761 0.063 0.927 -0.028 0.0713
H -23.952 -10.987 7.113 -0.800 -0.762 0.639 0.1478
H -25.002 -12.380 6.924 -0.647 -0.183 -0.129 0.1083
H -24.042 -14.577 8.218 -0.859 -0.442 -0.832 0.1199
H -23.062 -14.897 10.692 0.267 0.422 -0.400 0.1482
H -23.076 -10.781 9.805 -0.223 -0.746 -0.209 0.1838
H -22.472 -11.396 12.069 0.052 1.055 0.350 0.0882
H -21.081 -12.570 11.726 -0.259 0.608 0.148 0.1124
H -22.567 -13.126 12.521 0.418 0.884 -0.006 0.1182
C -19.183 -19.611 -0.182 1.411 0.329 2.631 -0.0618
C -19.699 -20.921 0.325 -1.715 -2.145 -0.946 -0.1553
N -20.513 -21.533 -0.778 -0.402 -1.647 -0.706 -0.0498
C -21.432 -20.902 -1.577 0.232 0.974 -0.295 -0.0179
C -21.972 -21.793 -2.453 -0.276 1.936 0.698 -0.0217
N -21.423 -22.973 -2.126 0.815 -2.243 1.126 -0.1005
C -20.580 -22.852 -1.082 -0.232 1.847 -0.941 -0.0228
C -21.872 -24.242 -2.696 -1.179 1.450 -0.961 0.0211
H -18.772 -19.093 0.743 -0.691 -0.072 -1.209 0.1065
H -19.926 -19.020 -0.695 0.025 0.216 0.149 0.0652
H -18.316 -19.783 -0.778 0.447 0.032 -0.863 0.0766
H -20.422 -20.913 1.141 0.275 0.471 0.249 0.1129
H -19.021 -21.775 0.544 0.249 1.212 0.115 0.1395
H -21.555 -19.833 -1.513 -0.212 -0.170 -0.108 0.1252
H -22.717 -21.600 -3.220 0.325 -0.424 0.192 0.1494
H -20.002 -23.635 -0.639 -0.038 -0.107 0.054 0.1544
H -21.344 -25.071 -2.292 0.200 -0.585 0.526 0.0850
H -21.664 -24.160 -3.759 -0.028 -0.369 -0.168 0.1039
H -22.981 -24.255 -2.573 0.916 -0.541 0.089 0.1145
C -13.983 -16.862 9.004 -0.017 0.679 -1.114 -0.0472
C -15.437 -16.352 9.103 0.496 0.897 -0.205 -0.1509
N -16.183 -16.501 7.845 -0.298 -0.685 -0.732 -0.0405
C -15.912 -16.043 6.549 0.138 -0.634 0.459 0.0201
C -16.887 -16.533 5.748 -0.303 0.172 0.802 0.0086
N -17.783 -17.192 6.586 0.307 0.234 -1.903 -0.0871
C -17.318 -17.206 7.803 0.810 0.779 -0.085 -0.0078
C -19.057 -17.674 6.122 -0.839 -0.875 0.233 0.0088
H -13.499 -16.094 8.356 0.172 -0.716 0.514 0.0865
H -13.900 -17.822 8.481 -0.307 0.164 0.095 0.0808
H -13.395 -16.969 9.922 -0.599 0.392 0.024 0.0885
H -15.487 -15.269 9.264 0.465 -0.171 0.422 0.1345
H -16.084 -16.786 9.842 0.060 -0.467 0.482 0.1144
H -15.038 -15.483 6.272 0.109 0.070 0.227 0.1378
H -17.043 -16.477 4.682 -0.025 0.153 0.168 0.1406
H -17.788 -17.703 8.606 -0.562 -0.300 0.872 0.1507
H -19.604 -16.876 5.604 0.002 -0.207 0.544 0.1178
H -19.575 -18.157 6.963 -0.261 0.729 0.047 0.0734
H -18.928 -18.490 5.435 0.386 -0.247 -0.612 0.0947
C -20.744 -23.477 5.068 0.974 1.478 -0.653 -0.0650
C -22.158 -22.954 5.358 0.189 -1.439 -0.907 -0.1944
N -22.358 -21.523 5.230 -0.134 1.685 1.686 -0.0276
C -22.974 -20.869 4.172 -0.239 -0.248 0.286 -0.0038
C -23.315 -19.627 4.602 0.699 -0.195 0.989 0.0179
N -22.893 -19.522 5.942 0.722 -1.376 -1.431 -0.0978
C -22.321 -20.663 6.311 -0.385 -0.683 -1.269 0.0126
C -22.924 -18.382 6.800 -1.190 1.903 0.068 -0.0073
H -20.008 -22.731 5.498 -0.589 -0.869 -0.517 0.0859
H -20.594 -23.537 3.969 0.043 0.133 0.593 0.0663
H -20.488 -24.456 5.493 -0.540 0.242 0.074 0.0686
H -22.367 -23.208 6.365 -0.554 -0.157 1.006 0.1061
H -22.879 -23.429 4.661 0.467 0.270 0.662 0.1071
H -23.206 -21.467 3.280 0.280 0.475 0.344 0.1007
H -23.808 -18.819 4.112 -0.241 0.351 -0.083 0.1185
H -21.970 -20.799 7.352 0.086 -0.264 -0.543 0.1372
H -21.921 -18.090 7.178 -0.617 0.001 -0.600 0.0767
H -23.483 -18.654 7.682 -0.184 -0.083 0.389 0.0956
H -23.554 -17.598 6.264 1.225 -0.538 0.704 0.1011
C -8.754 -27.546 6.680 0.482 1.558 -0.673 0.0378
N -8.444 -27.431 5.191 0.574 0.639 0.464 -0.3377
C -7.450 -28.516 4.906 0.253 0.528 -0.112 0.0134
C -9.656 -27.676 4.399 -0.550 -1.395 -1.470 -0.0291
C -7.781 -26.039 4.890 -0.326 -0.219 0.965 -0.0579
C -8.803 -25.045 4.440 1.043 -0.176 -2.406 -0.3006
O -9.708 -24.848 5.439 -1.251 0.299 1.291 -0.0294
H -9.399 -28.388 6.816 -0.250 -0.554 0.158 0.0992
H -9.276 -26.602 6.913 0.341 -0.596 0.343 0.1073
H -7.785 -27.669 7.193 -0.661 0.193 -0.024 0.1251
H -7.827 -29.378 5.417 0.319 -0.576 0.447 0.1062
H -6.518 -28.101 5.277 0.224 -0.677 0.277 0.1156
H -7.314 -28.793 3.862 -0.350 0.534 -0.185 0.1201
H -10.072 -28.675 4.618 0.515 0.304 0.240 0.1245
H -9.346 -27.733 3.348 -0.172 0.200 0.191 0.1202
H -10.493 -26.999 4.488 0.347 0.552 0.491 0.1034
H -6.981 -26.163 4.184 0.028 -0.324 -0.694 0.1346
H -7.277 -25.628 5.786 -0.489 -0.747 0.014 0.1567
H -9.262 -25.415 3.499 0.006 0.191 0.380 0.1277
H -8.267 -24.142 4.132 0.075 0.110 0.231 0.1432
H -10.385 -24.225 5.160 0.009 0.082 0.069 0.1195
C -23.711 -23.592 16.257 -1.392 1.076 -0.338 0.0174
N -23.454 -22.899 14.974 0.257 -0.580 -2.595 -0.3531
C -24.659 -22.901 14.049 -1.330 2.410 0.653 0.0052
C -23.138 -21.470 15.200 -0.701 1.550 0.867 -0.0236
C -22.334 -23.734 14.233 -0.755 -1.034 -0.145 -0.0660
C -21.536 -23.042 13.184 -1.380 2.155 -0.166 -0.2192
O -22.471 -22.701 12.169 -0.271 -0.380 0.497 -0.0610
H -22.822 -23.334 16.784 0.544 -0.820 1.081 0.1030
H -23.985 -24.639 16.074 0.545 0.328 0.285 0.1293
H -24.561 -23.054 16.718 0.331 -0.474 -0.047 0.1256
H -25.366 -22.081 14.467 1.142 -1.334 -0.728 0.1363
H -25.217 -23.815 14.156 0.205 -0.582 -0.304 0.1003
H -24.354 -22.605 13.013 -0.275 -0.650 1.158 0.1080
H -23.950 -20.956 15.823 0.665 -1.027 -1.226 0.1415
H -22.989 -20.921 14.255 -0.189 -0.497 0.384 0.1173
H -22.293 -21.324 15.844 0.877 -0.391 0.056 0.1020
H -22.861 -24.599 13.760 0.118 0.771 0.494 0.1592
H -21.672 -24.156 14.955 0.325 -0.031 0.902 0.1275
H -20.691 -23.539 12.783 0.578 -1.334 -0.058 0.1284
H -21.115 -22.127 13.592 0.161 0.363 0.259 0.1153
H -22.025 -22.396 11.396 0.574 0.590 -1.077 0.0750
C -29.807 -8.649 1.294 -0.473 0.642 -0.713 0.0102
N -28.407 -8.987 1.695 0.620 1.466 -0.228 -0.3638
C -28.394 -10.421 1.881 -1.296 -1.235 0.474 -0.0122
C -27.353 -8.478 0.679 -1.703 1.371 0.917 0.0591
C -28.015 -8.320 2.994 0.287 0.256 1.537 -0.1017
C -28.980 -8.568 4.180 1.395 -0.083 0.008 -0.1801
O -28.733 -9.886 4.728 0.364 1.010 -1.089 -0.0734
H -30.010 -9.014 0.267 0.480 0.421 0.470 0.1281
H -29.988 -7.562 1.373 0.108 -0.600 -0.103 0.1322
H -30.498 -9.216 1.917 0.151 0.267 0.192 0.1078
H -28.808 -10.650 2.879 0.041 -0.012 -0.730 0.1042
H -27.400 -10.715 1.880 1.875 -0.924 -0.080 0.0917
H -28.969 -10.929 1.097 0.316 0.211 0.120 0.1285
H -27.457 -7.361 0.756 0.295 -1.126 -0.548 0.1305
H -27.567 -8.850 -0.298 -0.398 -0.162 -0.631 0.1031
H -26.366 -8.780 0.954 0.472 -0.287 0.559 0.0999
H -27.893 -7.234 2.831 -0.387 -0.521 -0.130 0.1451
H -27.010 -8.674 3.332 -0.716 -0.049 -0.665 0.1577
H -29.988 -8.451 3.846 -0.840 -0.002 -0.005 0.1047
H -28.777 -7.800 4.950 -0.028 -0.253 -0.428 0.1434
H -29.270 -9.958 5.499 -0.634 -0.238 0.986 0.0834
C -32.860 -18.953 4.367 0.139 -1.250 -0.578 -0.0001
N -31.576 -18.414 4.894 -0.727 0.735 -0.415 -0.4146
C -31.540 -16.945 4.742 -0.498 0.356 -0.177 0.0042
C -31.648 -18.688 6.328 -0.020 -1.006 1.313 -0.0116
C -30.403 -19.062 4.211 0.600 -0.543 -0.359 -0.0858
C -29.063 -18.296 4.201 -0.362 0.434 1.294 -0.1911
O -28.703 -17.882 5.544 -2.766 -1.657 -0.973 -0.0863
H -33.706 -18.533 4.954 0.605 -0.536 -0.475 0.1292
H -32.718 -20.058 4.451 -0.793 0.809 0.184 0.1266
H -32.960 -18.769 3.297 -0.030 0.417 0.146 0.1135
H -30.642 -16.643 5.277 -0.167 0.496 -0.076 0.0999
H -32.486 -16.571 5.191 0.830 0.043 -0.319 0.1243
H -31.501 -16.698 3.676 0.030 0.061 0.267 0.1215
H -32.479 -18.060 6.802 1.260 -1.123 -0.632 0.1450
H -30.662 -18.494 6.745 -0.173 0.238 0.245 0.1013
H -31.824 -19.792 6.368 -0.135 1.009 0.605 0.1261
H -30.759 -19.309 3.202 0.366 0.449 0.018 0.1410
H -30.224 -20.036 4.658 -0.238 -0.046 0.485 0.1384
H -29.138 -17.411 3.593 -0.066 0.401 -0.489 0.1081
H -28.322 -18.946 3.727 -0.008 -0.057 0.234 0.1342
H -27.817 -17.548 5.516 2.212 0.792 -0.375 -0.0012
C -26.835 -14.687 5.607 0.902 -1.727 -1.260 -0.0192
C -25.808 -15.881 5.253 0.114 0.841 0.212 -0.7071
O -26.233 -17.047 5.055 -0.334 0.168 0.124 -0.0759
O -24.604 -15.523 5.261 -0.639 -0.140 0.200 -0.0926
H -26.422 -13.828 5.101 -0.038 0.467 0.181 0.0463
H -26.790 -14.637 6.667 0.057 0.508 1.064 0.0391
H -27.873 -14.845 5.327 -0.019 -0.220 -0.184 0.0465
C -23.665 -24.399 0.763 1.292 1.325 -2.241 -0.0243
C -22.695 -23.505 1.584 -0.737 0.118 1.011 -0.6401
O -21.568 -23.148 1.138 -1.076 -0.481 0.636 -0.0688
O -23.235 -23.181 2.710 1.261 -0.539 -2.025 -0.1321
H -23.201 -25.087 0.001 -0.125 0.226 1.163 0.0582
H -24.222 -23.704 0.068 0.109 -0.532 1.028 0.0900
H -24.287 -24.830 1.501 -0.916 -0.776 0.164 0.0454
C -19.596 -19.842 10.869 -0.646 -0.977 1.434 -0.0489
C -20.479 -19.624 9.637 -0.052 1.781 -0.323 -0.7292
O -21.290 -20.520 9.291 0.609 0.166 0.163 -0.0844
O -20.383 -18.441 9.142 0.107 -1.330 -0.205 -0.1277
H -18.686 -19.255 11.008 -0.269 0.336 -0.528 0.0513
H -19.280 -20.897 10.968 -0.369 0.326 -0.003 0.0649
H -20.263 -19.590 11.756 0.786 -0.394 -0.897 0.0896
```
Positions in Å, forces in eV/Å.